# 1
Formula: C29H52BClN10O5P2
Source: OMol25
Level of theory: ωB97M-V with the def2-TZVPD basis set

Positions of all 100 atoms, in Å:
H (3.735, 1.269, 7.941)
N (5.123, -5.805, -3.881)
N (1.415, -5.965, -5.082)
H (-0.231, 4.223, 4.008)
H (-3.668, 1.838, 3.395)
H (-0.637, -3.753, -4.266)
C (0.522, -5.461, -4.565)
C (-5.288, 2.610, -4.163)
H (3.890, 0.985, 2.205)
C (-7.204, 1.674, -7.839)
H (-2.937, 3.859, 2.461)
H (2.242, -3.263, 3.049)
C (-0.949, 5.832, 0.185)
H (-3.709, 3.550, -3.148)
H (5.383, -4.753, -7.460)
O (0.923, -2.189, 1.833)
H (1.278, -2.413, 5.160)
H (2.273, 2.069, 7.323)
N (3.864, 1.036, 4.811)
H (6.304, -8.303, -2.262)
H (3.478, 1.433, 0.539)
H (1.661, -1.044, 4.091)
H (3.820, -4.463, -8.253)
H (3.564, -4.117, -1.709)
H (-1.782, -1.049, -1.203)
H (-1.605, 6.698, 0.251)
H (-1.368, -1.039, 0.520)
H (-0.148, 5.822, 4.787)
C (-7.611, 0.704, -8.848)
H (-6.207, 2.046, -8.067)
C (-0.509, 4.799, 4.889)
H (2.403, 0.367, 1.506)
H (-4.432, 4.387, 5.607)
C (-0.587, -4.781, -3.908)
H (-2.593, 0.870, 2.397)
C (3.482, -4.101, -2.794)
H (3.820, 2.930, 7.323)
O (1.156, 2.753, 1.294)
H (-5.360, 3.682, 6.941)
N (-5.855, 1.659, -4.463)
H (5.976, -6.727, -1.546)
C (3.348, 1.958, 7.192)
H (-1.595, 4.811, 4.967)
H (7.649, -7.266, -1.757)
H (-6.070, 4.971, 5.953)
C (-4.556, 3.811, -3.781)
C (-3.264, 1.729, 2.391)
H (-7.188, 1.213, -6.853)
O (2.459, -3.339, 0.392)
C (6.616, -8.195, -0.188)
N (4.033, -2.389, -5.881)
C (-1.413, 4.940, -0.870)
P (-0.155, 1.892, 1.531)
H (-2.745, 3.183, 0.860)
H (-1.816, 1.460, -0.169)
H (3.117, -3.083, 1.050)
H (2.974, 3.328, 1.966)
C (1.027, -1.922, 4.219)
C (-5.977, 3.092, 5.029)
B (1.268, -2.698, 0.629)
P (0.041, -2.514, -0.899)
N (0.519, 3.708, 7.019)
C (4.398, -5.064, -3.387)
H (2.097, 2.329, 3.115)
H (0.064, 6.163, -0.035)
N (6.598, -8.665, 0.858)
H (-0.089, 0.425, -1.822)
C (0.067, 4.190, 6.081)
H (-4.090, 1.499, 1.717)
H (-5.213, 4.486, -3.235)
O (0.033, 0.738, 2.418)
C (-0.728, 1.531, -0.125)
H (-0.435, -4.761, -2.830)
C (-5.427, 4.093, 5.936)
N (-1.762, 4.217, -1.689)
H (0.910, 0.096, -0.428)
C (4.167, -3.329, -6.525)
H (-0.001, -1.567, 4.246)
H (-4.187, 4.318, -4.671)
C (4.325, -4.557, -7.294)
C (-0.953, -1.020, -0.490)
H (3.894, -5.388, -6.737)
N (-6.409, 2.293, 4.328)
C (3.071, 1.229, 1.531)
C (6.638, -7.588, -1.514)
C (3.636, 1.443, 5.859)
C (-0.126, 0.252, -0.745)
H (-0.947, 5.295, 1.133)
H (-7.902, 2.510, -7.830)
H (2.461, -4.355, -3.072)
H (0.525, -3.714, 3.138)
C (2.345, 2.443, 2.061)
N (-7.931, -0.057, -9.645)
H (3.713, -3.103, -3.166)
H (-0.449, 2.366, -0.762)
O (-1.137, 3.000, 2.176)
H (-1.526, -5.284, -4.130)
C (-2.555, 2.994, 1.916)
Cl (-1.280, -4.024, -0.342)
C (1.219, -2.876, 3.061)

Its SMILES is CCOB(O)P(Cl)CCCP(=O)(OCC)OCC.CC#N.CC#N.CC#N.CC#N.CC#N.CC#N.CC#N.CC#N.CC#N.CC#N. The value obtained for the LUMO energy is -0.24 eV. As for the maximum force: 0.60 eV Å⁻¹. The HOMO-LUMO gap is 8.649 eV. Its total energy is -3227.84573 a.u.

Atom charges from the Mulliken analysis, given in e for atoms 1 to 6: 0.310 -0.484 -0.440 -0.232 0.175 0.267

***

# 2
Formula: C29H52BN4O4
Source: OMol25
Level of theory: ωB97M-V with the def2-TZVPD basis set

Positions of all 90 atoms, in Å:
C (2.872, -0.073, 2.619)
H (0.479, -0.765, -0.970)
H (-2.743, 0.425, -0.401)
C (2.352, 3.406, -1.516)
H (0.870, -2.226, 3.267)
H (-2.092, 1.392, 4.084)
C (-1.372, -1.994, -5.254)
C (1.964, 4.625, -1.061)
H (-1.688, -2.436, -0.436)
H (0.597, 0.548, 8.329)
C (0.635, -0.535, 1.953)
H (1.814, -1.866, -0.952)
H (-0.207, -3.657, -4.491)
H (0.267, -1.852, 7.783)
C (-3.212, -2.714, -3.798)
H (-2.559, -3.338, -3.178)
H (3.355, -0.644, 1.824)
C (3.673, 2.251, 1.853)
C (1.205, 1.351, -2.475)
H (4.821, 0.758, 2.832)
N (1.117, -1.533, 0.974)
C (0.138, -2.604, 0.774)
C (2.404, 0.495, -2.077)
C (0.542, 0.211, 7.300)
H (-2.482, -0.601, 1.270)
C (-4.064, -0.894, -6.322)
H (-1.275, 3.012, 1.078)
H (2.656, 5.361, -0.675)
H (-0.774, -1.688, 3.149)
C (2.375, 0.121, -0.571)
C (1.382, -1.027, -0.386)
O (3.604, 1.613, 4.229)
H (4.170, 1.940, 0.927)
H (0.635, 1.383, 4.166)
H (-1.451, -0.912, -5.063)
H (2.330, -0.431, -2.666)
H (-2.542, -0.742, -3.112)
C (-0.297, -2.579, -4.347)
H (-0.503, -2.385, -3.290)
N (1.250, 2.708, -1.926)
H (-4.277, -0.829, -3.453)
O (-2.036, 0.695, 3.413)
H (0.155, -2.624, 5.524)
H (-0.870, 3.262, -1.982)
H (-3.627, -1.583, -2.010)
H (-4.769, -0.631, -5.533)
C (-3.584, -2.343, -6.203)
H (3.328, 2.951, -1.588)
C (0.161, 3.499, -1.748)
H (-0.224, 0.889, 0.550)
O (1.587, 0.439, 2.278)
H (-1.025, -2.101, -6.285)
H (0.784, 2.166, 6.457)
H (1.082, 1.407, -3.565)
C (0.393, -0.673, 4.618)
H (-4.158, -3.260, -3.826)
C (-0.573, 0.210, 1.334)
H (4.449, 1.981, 4.505)
H (-0.060, 5.540, -0.939)
H (-4.589, -0.762, -7.269)
H (0.261, 0.928, -2.104)
H (3.352, 0.965, -2.349)
N (-1.625, -0.680, 0.717)
H (-4.455, -3.000, -6.124)
C (0.259, -1.315, 3.251)
H (-2.139, 3.269, 2.600)
H (4.211, 3.130, 2.229)
C (-1.334, -2.135, 0.553)
H (2.648, 2.578, 1.660)
C (-1.268, 2.778, 2.151)
H (2.046, 1.028, -0.054)
O (-1.977, -0.153, -0.557)
H (-0.339, 3.170, 2.589)
H (0.396, -3.187, -0.113)
C (3.786, 1.133, 2.899)
H (0.669, -2.128, -4.580)
H (3.387, -0.147, -0.262)
H (0.180, -3.339, 1.582)
H (-3.238, -0.181, -6.305)
H (-1.971, -2.682, 1.256)
H (-3.109, -2.620, -7.149)
C (0.552, 0.651, 4.967)
C (-3.424, -1.384, -3.066)
C (0.634, 1.109, 6.263)
C (0.544, 4.687, -1.210)
C (0.308, -1.557, 5.686)
C (0.370, -1.121, 6.984)
B (-1.342, 1.207, 2.358)
H (2.881, -0.671, 3.539)
N (-2.652, -2.667, -5.132)

As for the charge: +1. The value obtained for the LUMO energy is -3.24 eV. As for the maximum force: 1.93 eV Å⁻¹. The HOMO-LUMO gap is 7.054 eV. Its total energy is -1680.74201 a.u.

Atom charges from the Mulliken analysis, given in e for atoms 1 to 6: -0.620 0.069 0.293 -0.324 0.878 0.361

***

# 3
Formula: C29H52Cl24O7PS
Source: OMol25
Level of theory: ωB97M-V with the def2-TZVPD basis set

Positions of all 114 atoms, in Å:
C (2.576, -2.195, 1.477)
C (4.281, -2.578, -3.285)
Cl (-0.545, 4.000, -9.855)
O (4.367, 2.324, 5.566)
Cl (-4.362, 4.056, -9.333)
H (0.687, -1.163, 3.305)
H (1.925, -2.975, -3.788)
Cl (-5.644, -4.126, 1.098)
H (-3.731, 3.819, 3.843)
H (5.528, 2.868, 2.186)
H (-1.294, 3.305, -7.726)
Cl (8.085, 6.115, -0.373)
C (-4.643, 7.418, -7.960)
H (2.367, 2.281, 2.256)
O (2.585, 3.871, 4.331)
C (-7.148, -3.565, 1.837)
C (2.795, 1.774, -6.088)
C (3.575, 0.465, 1.286)
H (3.375, 0.469, 0.112)
Cl (1.775, 4.400, 1.078)
Cl (4.647, 2.425, -1.665)
C (-7.601, -7.947, 1.659)
H (-5.435, 1.953, -9.375)
C (4.745, -2.178, -0.496)
H (-3.757, 6.960, -8.408)
H (4.656, 0.032, 1.444)
H (2.336, 4.147, 3.385)
H (-7.982, -3.804, 1.172)
H (-8.446, -8.564, 1.346)
Cl (-8.215, -6.458, 2.389)
H (0.951, -4.803, 5.092)
H (3.818, 2.014, -6.388)
C (3.412, 2.016, 1.800)
H (0.956, -2.808, -1.224)
S (4.184, 3.278, 4.347)
C (-3.263, -1.453, 1.667)
H (-0.816, -0.219, 2.486)
H (-0.646, -8.505, 2.049)
H (-7.284, -4.071, 2.796)
H (6.449, -2.135, -2.219)
H (5.509, -1.950, 0.392)
C (4.685, 2.312, 2.821)
H (-0.675, -2.350, 2.591)
Cl (2.841, 0.794, -4.618)
C (0.902, -4.070, 4.166)
C (3.062, -3.201, 2.669)
H (3.602, 2.724, 0.857)
H (-1.588, -0.512, 4.508)
C (0.020, 4.385, 1.290)
H (7.316, 3.886, -0.512)
H (-3.053, 0.237, 5.592)
H (3.103, -2.542, 3.664)
C (3.153, 3.180, -2.234)
H (-3.035, -0.310, 1.780)
C (-0.718, 4.155, -8.103)
C (-4.768, 3.475, 3.874)
H (-0.415, 5.209, 0.718)
Cl (5.469, 5.064, 0.369)
Cl (0.103, -7.810, -0.080)
Cl (-5.663, 8.075, -9.245)
H (1.041, -2.976, 4.584)
C (-4.816, 2.489, -8.652)
Cl (-1.555, 5.652, -7.675)
H (-4.859, -1.022, 3.899)
H (2.315, 2.511, -2.026)
O (-0.905, -1.151, 0.548)
C (5.303, -2.295, -2.032)
H (2.743, -0.464, 3.110)
O (-3.262, -2.216, 2.927)
Cl (-5.196, 3.089, 5.545)
Cl (4.754, -3.927, 2.466)
Cl (2.872, 4.725, -1.422)
H (5.203, 1.305, 3.194)
H (-4.306, -1.544, 1.131)
H (4.705, -2.622, -4.376)
O (5.134, 4.508, 4.439)
H (-5.430, 4.264, 3.510)
C (-0.070, -7.656, 1.673)
C (2.042, -4.445, 3.000)
P (0.064, -1.254, 1.990)
Cl (-5.510, 6.196, -7.022)
Cl (-3.386, 1.516, -8.286)
C (-2.082, -2.048, 0.647)
C (2.515, -0.592, 1.954)
H (-3.830, -2.168, 4.985)
O (1.206, 0.043, 1.585)
H (0.275, 4.159, -7.646)
H (-0.196, -4.160, 3.738)
Cl (-7.112, -1.819, 2.109)
C (7.191, 4.703, 0.203)
C (2.686, -2.784, -2.906)
C (3.143, -2.354, -0.051)
H (-4.341, 8.230, -7.294)
C (-2.722, -0.222, 4.551)
H (1.581, -4.973, 2.063)
C (-3.752, -1.416, 4.063)
Cl (3.118, -5.768, 3.819)
H (3.230, 3.352, -3.310)
O (1.112, -2.507, 1.360)
Cl (-0.907, -6.158, 2.100)
C (2.120, -2.672, -1.336)
Cl (1.906, 3.279, -5.822)
H (-2.589, -2.092, -0.426)
H (0.922, -7.651, 2.129)
Cl (-6.592, -7.596, 0.251)
H (2.303, 1.205, -6.880)
H (7.587, 4.404, 1.177)
H (-0.375, 3.434, 0.924)
Cl (-4.935, 2.057, 2.831)
H (-7.004, -8.486, 2.399)
H (-5.381, 2.651, -7.731)
Cl (-0.417, 4.572, 2.992)
H (-1.793, -3.169, 0.904)
H (-2.862, 0.666, 3.766)

As for the charge: -1. The value obtained for the LUMO energy is 1.53 eV. As for the maximum force: 6.46 eV Å⁻¹. The HOMO-LUMO gap is 6.678 eV. Its total energy is -13446.42399 a.u.

Atom charges from the Mulliken analysis, given in e for atoms 1 to 6: 2.096 -0.433 -0.157 -0.641 -0.098 -0.264

***

# 4
Formula: C29H52FN9O5P2
Source: OMol25
Level of theory: ωB97M-V with the def2-TZVPD basis set

Positions of all 98 atoms, in Å:
H (-2.853, 4.092, -1.313)
C (1.209, -0.209, -2.233)
C (0.345, 0.312, -5.005)
C (2.408, -2.402, 6.900)
H (-4.522, 4.121, -0.744)
H (-0.211, -3.314, -8.323)
N (-3.284, 2.658, 0.163)
C (4.724, -2.631, -3.697)
H (-5.867, 1.466, 3.422)
C (3.524, -1.960, -2.891)
C (-0.605, 0.287, -3.857)
H (4.132, -0.266, 6.283)
H (1.565, -0.406, -1.197)
H (-2.537, -1.922, -4.214)
H (-2.835, 1.914, -1.770)
H (-1.332, -1.544, 3.468)
H (-3.027, 0.690, -0.550)
N (3.670, 1.183, -6.037)
C (-0.110, -1.083, 5.644)
F (-1.159, 0.073, -1.493)
H (2.244, 2.047, 4.396)
H (-0.967, 2.182, 2.796)
N (2.929, -2.354, 5.552)
H (-3.189, 4.781, 0.237)
H (-1.088, -0.620, 5.474)
C (-5.560, 4.351, 1.858)
C (2.186, 1.060, 3.931)
N (-2.610, 3.472, 2.327)
P (-3.700, 2.194, 1.769)
H (-1.919, 4.608, 3.977)
C (-5.780, 2.555, 3.479)
H (4.048, -2.983, -5.834)
C (1.754, 0.053, -4.767)
H (5.349, -3.294, -3.039)
H (-0.783, -5.167, -6.702)
H (-0.482, -3.071, 3.777)
H (2.136, -0.107, -6.936)
H (-3.643, 4.466, 3.909)
C (3.872, 0.309, 5.395)
H (-5.272, 2.794, 4.423)
C (-0.222, 0.051, -2.483)
H (0.422, -0.379, 6.282)
H (3.929, 1.354, 5.709)
H (-4.773, 5.099, 1.729)
C (-0.462, 0.639, -6.306)
C (-0.348, -2.022, 3.483)
H (3.420, 1.697, -6.889)
H (1.170, 0.957, 3.551)
H (4.835, -4.408, -5.074)
O (-0.110, 1.129, -7.325)
H (4.274, -3.550, 4.436)
C (-0.733, -3.008, -7.376)
P (2.256, -1.597, 4.170)
O (3.489, -0.504, -3.091)
H (-2.098, -4.474, -4.467)
H (4.600, 0.769, -6.159)
C (2.147, -0.209, -3.375)
H (-4.462, 1.514, -1.193)
H (-0.282, -2.013, 6.195)
C (-2.017, -2.295, -5.134)
H (2.865, 1.035, 3.072)
H (-6.799, 2.941, 3.538)
H (2.573, -2.415, -3.285)
H (5.042, -2.313, 5.435)
C (-1.197, 3.043, 2.158)
H (-6.096, 4.224, 0.912)
C (-1.589, -1.304, -6.112)
C (-3.417, 1.647, -0.885)
O (-4.531, 0.987, 1.343)
H (2.093, -1.418, 7.258)
H (-2.677, 3.067, 4.424)
N (-1.811, 0.135, -5.926)
H (0.015, -1.992, 2.455)
O (-2.968, 1.045, -4.081)
H (4.382, -3.785, 6.165)
H (-6.262, 4.806, 2.562)
H (3.610, -2.230, -1.803)
N (-5.045, 3.089, 2.340)
H (5.420, -1.837, -4.087)
H (1.568, -3.099, 6.974)
C (4.211, -3.030, 5.396)
C (2.730, 0.033, -5.988)
H (-0.982, 2.757, 1.128)
C (-3.485, 3.970, -0.427)
C (-1.791, -3.739, -5.239)
C (-2.723, 3.911, 3.728)
H (3.160, -2.731, 7.621)
O (2.075, -2.898, 3.394)
H (3.332, -0.920, -5.883)
H (-0.508, 3.855, 2.402)
N (2.519, -0.010, 4.907)
H (3.136, -3.965, -4.635)
C (-1.057, -4.105, -6.481)
N (0.566, -1.318, 4.380)
C (-1.981, 0.557, -4.537)
H (4.632, 0.137, 4.628)
C (4.157, -3.538, -4.859)
N (-0.959, -1.678, -7.254)

Its SMILES is CCCOc1cc(F)c2c(c1CN)C(=O)N(c1ccccn1)C2=O.CN(C)P(=O)(N(C)C)N(C)C.CN(C)P(=O)(N(C)C)N(C)C. The value obtained for the LUMO energy is -0.70 eV. As for the maximum force: 8.31 eV Å⁻¹. The HOMO-LUMO gap is 7.079 eV. Its total energy is -2787.50661 a.u.

Atom charges from the Mulliken analysis, given in e for atoms 1 to 6: 0.332 -0.827 0.395 -1.048 0.329 0.325